{"formula": "C18H19ClN2O2", "method": "the ωB97M-V functional and the def2-TZVPD basis", "multiplicity": 1, "smiles": "COc1ccc(Cl)cc1NC(=O)[C@@H](C)N1CCc2ccccc21", "elements": ["C", "O", "C", "C", "C", "C", "Cl", "C", "C", "N", "C", "O", "C", "C", "N", "C", "C", "C", "C", "C", "C", "C", "C", "H", "H", "H", "H", "H", "H", "H", "H", "H", "H", "H", "H", "H", "H", "H", "H", "H", "H", "H"], "positions_angstrom": [[-0.982, -2.886, 1.645], [-1.078, -1.547, 1.224], [-2.267, -1.112, 0.701], [-3.433, -1.855, 0.642], [-4.585, -1.315, 0.086], [-4.562, -0.027, -0.412], [-5.992, 0.648, -1.107], [-3.407, 0.740, -0.364], [-2.258, 0.203, 0.192], [-1.057, 0.900, 0.284], [-0.667, 2.015, -0.381], [-1.374, 2.707, -1.078], [0.799, 2.382, -0.090], [0.764, 3.360, 1.087], [1.573, 1.196, 0.204], [2.777, 1.274, 1.027], [3.462, -0.090, 0.850], [2.859, -0.590, -0.432], [3.208, -1.662, -1.218], [2.470, -1.916, -2.369], [1.408, -1.099, -2.711], [1.045, -0.016, -1.922], [1.776, 0.228, -0.771], [-1.209, -3.578, 0.829], [-1.643, -3.090, 2.493], [0.053, -3.022, 1.953], [-3.466, -2.862, 1.023], [-5.489, -1.899, 0.043], [-3.387, 1.741, -0.763], [-0.321, 0.390, 0.763], [1.185, 2.910, -0.978], [1.749, 3.775, 1.285], [0.089, 4.176, 0.844], [0.399, 2.862, 1.983], [2.513, 1.471, 2.067], [3.436, 2.081, 0.674], [4.547, -0.004, 0.801], [3.214, -0.765, 1.674], [4.046, -2.290, -0.951], [2.733, -2.751, -3.001], [0.848, -1.299, -3.613], [0.221, 0.616, -2.213]], "forces_ev_per_angstrom": [[0.062, -0.234, 0.092], [-0.223, 0.445, -0.196], [-0.035, 0.094, -0.067], [0.260, -0.020, 0.095], [-0.079, 0.210, -0.116], [0.219, -0.303, 0.190], [-0.231, 0.113, -0.117], [-0.024, -0.003, -0.020], [-0.229, -0.153, -0.015], [0.153, -0.367, 0.315], [0.350, -0.065, 0.200], [-0.154, 0.189, -0.211], [-0.093, 0.149, -0.089], [0.084, -0.083, -0.157], [-0.195, 0.163, 0.338], [0.224, 0.194, 0.256], [-0.073, -0.043, 0.061], [-0.012, 0.179, -0.047], [-0.072, 0.090, -0.016], [0.009, -0.156, -0.115], [0.034, -0.093, -0.080], [-0.032, 0.212, 0.068], [0.271, -0.477, -0.254], [-0.009, 0.033, 0.018], [0.012, 0.013, -0.046], [-0.083, -0.051, -0.003], [0.046, -0.093, 0.051], [-0.095, -0.035, -0.017], [-0.013, 0.034, -0.002], [0.011, 0.189, -0.131], [-0.151, -0.134, 0.053], [0.066, 0.033, 0.045], [-0.018, 0.045, -0.020], [-0.021, -0.034, 0.107], [0.103, 0.063, -0.083], [-0.021, -0.036, 0.013], [-0.022, 0.008, 0.055], [0.014, 0.029, 0.040], [0.090, -0.065, 0.022], [0.009, -0.067, -0.069], [-0.043, -0.016, -0.074], [-0.088, 0.042, -0.075]], "lowdin_charge": [-0.08, -0.09, -0.21, -0.02, -0.11, -0.68, 0.67, -0.03, -0.13, 0.16, -0.46, 0.08, -0.25, -0.03, -0.08, -0.14, -0.09, -0.17, -0.04, -0.10, -0.08, 0.00, -0.19, 0.10, 0.10, 0.09, 0.11, 0.10, 0.10, 0.14, 0.16, 0.08, 0.09, 0.09, 0.12, 0.13, 0.12, 0.12, 0.11, 0.10, 0.10, 0.11]}

=====

{"formula": "C18H19F3N2O2S", "method": "the ωB97M-V functional and the def2-TZVPD basis", "multiplicity": 1, "smiles": "O=S(=O)(c1ccc(F)cc1)N1CCCN(Cc2c(F)cccc2F)CC1", "elements": ["O", "S", "O", "C", "C", "C", "C", "F", "C", "C", "N", "C", "C", "C", "N", "C", "C", "C", "F", "C", "C", "C", "C", "F", "C", "C", "H", "H", "H", "H", "H", "H", "H", "H", "H", "H", "H", "H", "H", "H", "H", "H", "H", "H", "H"], "positions_angstrom": [[-4.236, 0.208, 0.452], [-2.967, 0.096, 1.110], [-2.923, 0.049, 2.541], [-1.929, 1.472, 0.595], [-0.967, 1.949, 1.466], [-0.131, 2.977, 1.066], [-0.288, 3.497, -0.208], [0.533, 4.488, -0.604], [-1.261, 3.042, -1.081], [-2.092, 2.017, -0.665], [-2.214, -1.258, 0.543], [-2.590, -1.796, -0.736], [-1.732, -1.323, -1.914], [-0.361, -1.994, -1.991], [0.430, -1.677, -0.825], [1.867, -1.628, -1.017], [2.445, -0.532, -0.157], [2.266, 0.806, -0.492], [1.573, 1.101, -1.609], [2.786, 1.845, 0.256], [3.494, 1.552, 1.410], [3.680, 0.237, 1.797], [3.159, -0.773, 1.009], [3.365, -2.052, 1.390], [0.013, -2.395, 0.362], [-0.971, -1.587, 1.208], [-0.905, 1.529, 2.457], [0.623, 3.378, 1.725], [-1.356, 3.489, -2.058], [-2.886, 1.648, -1.294], [-2.588, -2.890, -0.684], [-3.619, -1.464, -0.881], [-2.272, -1.534, -2.839], [-1.582, -0.246, -1.837], [0.153, -1.613, -2.876], [-0.491, -3.085, -2.114], [2.072, -1.382, -2.061], [2.361, -2.583, -0.783], [2.644, 2.861, -0.074], [3.906, 2.351, 2.006], [4.226, -0.017, 2.691], [0.880, -2.595, 0.995], [-0.434, -3.365, 0.099], [-1.201, -2.149, 2.121], [-0.484, -0.651, 1.501]], "forces_ev_per_angstrom": [[0.150, 0.059, -0.316], [0.117, -0.065, -0.024], [0.349, 0.024, -0.020], [-0.443, -0.578, 0.300], [0.017, 0.051, 0.082], [-0.043, 0.129, -0.194], [-0.114, -0.143, 0.155], [-0.027, -0.054, -0.001], [0.112, 0.035, 0.082], [-0.035, 0.104, -0.072], [-0.452, 0.798, 0.427], [-0.300, 0.087, -0.641], [0.120, -0.371, 0.057], [-0.264, 0.232, -0.160], [0.058, -0.039, -0.139], [0.084, 0.052, 0.042], [0.113, -0.138, 0.006], [0.217, 0.013, 0.259], [0.052, -0.088, 0.045], [-0.071, -0.004, -0.227], [-0.051, -0.152, -0.084], [0.020, -0.187, 0.092], [-0.017, 0.335, -0.137], [-0.032, 0.004, -0.023], [-0.352, 0.325, 0.213], [0.408, -0.322, 0.536], [0.069, -0.003, 0.123], [0.066, 0.041, 0.036], [-0.011, 0.058, -0.089], [-0.061, 0.011, -0.148], [-0.077, 0.043, 0.027], [0.068, -0.276, -0.142], [-0.064, 0.008, -0.056], [-0.010, 0.008, -0.088], [0.021, -0.067, 0.031], [0.027, 0.037, -0.047], [-0.021, -0.078, 0.082], [-0.024, 0.116, -0.097], [-0.053, 0.113, -0.060], [0.042, 0.080, 0.058], [0.055, -0.047, 0.089], [-0.061, -0.028, 0.005], [0.105, -0.023, 0.014], [0.136, 0.068, -0.026], [0.175, -0.167, 0.031]], "lowdin_charge": [-0.28, 0.67, -0.27, -0.26, -0.05, 0.00, -0.28, 0.06, 0.01, -0.06, -0.23, -0.19, -0.14, -0.19, -0.15, -0.11, -0.06, -0.22, 0.09, -0.02, -0.07, -0.01, -0.23, 0.06, -0.15, -0.16, 0.12, 0.12, 0.12, 0.12, 0.13, 0.11, 0.12, 0.10, 0.12, 0.12, 0.13, 0.13, 0.11, 0.11, 0.12, 0.12, 0.13, 0.13, 0.11]}

=====

We obtain total energy values of -1417.52258, -1655.06879 Ha for the records listed above, in that order.
We obtain maximum force values of 0.6, 1.0 eV Å⁻¹ for the records listed above, in that order.